1.
C5H37NO13 | wB97M-V/def2-TZVPD

Results
**Energy above the lowest of the compared OMol25 structures with the same formula, charge and spin**: 422.3 kJ/mol
**E**: -33891.609 eV
**Largest force on an atom**: 0.045 Eh/bohr
**Spin multiplicity**: 1

CARTESIAN COORDINATES (ANGSTROEM)
C1 -2.15175 0.51738 2.60673
C2 -0.86400 1.12486 3.33245
C3 0.36629 0.24068 3.47676
C4 0.76729 -0.66086 2.58956
C5 2.03337 -1.45788 2.78727
N1 -2.35664 0.96100 1.25773
H1 -2.91947 0.97112 3.22689
H2 -2.02099 -0.56312 2.65113
H3 -1.17251 1.54742 4.28464
H4 -0.51837 1.87132 2.60878
H5 0.79610 0.33224 4.47217
H6 0.06885 -0.82481 1.77034
H7 2.82527 -0.71945 2.90895
H8 2.34307 -2.13663 1.99849
H9 1.94350 -2.05216 3.70329
H10 -1.76398 0.70234 0.49837
H11 -2.93062 1.77380 1.18702
H12 -3.34240 -0.18731 -2.22884
H13 -3.25999 -1.67004 -2.50911
O1 -3.77931 -1.01922 -2.02855
H14 -0.09920 -3.49681 3.52338
H15 -1.20775 -2.52071 3.27923
O2 -0.95279 -3.41366 3.09501
H16 1.32689 0.00988 -4.69955
H17 1.15754 1.29108 -3.82214
O3 0.82099 0.81502 -4.59488
H18 3.23740 -0.70744 -3.41696
H19 3.16736 -1.54025 -2.10548
O4 2.68708 -1.30608 -2.90756
H20 0.85581 1.95443 -1.63780
H21 1.01296 0.44802 -0.94284
O5 1.41302 1.25095 -1.24880
H22 2.87555 2.07057 0.32458
H23 2.76148 0.62373 0.72156
O6 3.03348 1.47763 1.06041
H24 2.01047 -2.34324 0.04148
H25 3.39214 -2.66678 -0.04979
O7 2.85928 -1.87161 0.05216
H26 -2.32023 3.36601 -2.07994
H27 -2.94702 2.08148 -1.87379
O8 -2.17229 2.56656 -1.55685
H28 -0.62261 0.16310 -3.82958
H29 -1.22125 -1.22239 -3.41364
O9 -1.44991 -0.29650 -3.55904
H30 0.46337 3.52700 -1.97721
H31 -0.69845 2.87187 -2.80950
O10 0.25891 2.90987 -2.69811
H32 -0.41006 -3.58763 0.81246
H33 0.56856 -4.62781 0.82596
O11 0.42186 -3.79979 0.35466
H34 -0.51879 3.42485 0.32299
H35 -0.35698 4.90145 0.35768
O12 -0.42161 4.17088 -0.26431
H36 -1.58362 -1.18823 -1.29692
H37 -0.36356 -2.17352 -0.97771
O13 -1.04173 -1.91264 -1.60318



2.
C34H84BIN2O17P | wB97M-V/def2-TZVPD

Results
**E**: -92469.655 eV
**Net charge**: -1
**Largest force on an atom**: 0.052 Eh/bohr
**Spin multiplicity**: 1

CARTESIAN COORDINATES (ANGSTROEM)
C1 0.27807 5.18505 2.23862
C2 0.43226 3.82488 1.54100
C3 -0.96887 3.33837 1.08868
C4 -1.68492 2.34450 2.03431
C5 -1.10123 2.32107 3.45778
C6 -1.84191 0.91464 1.46081
C7 -2.72076 0.15303 2.48777
O1 -3.59345 -0.83717 1.92490
C8 -4.61397 -1.21479 2.80602
O2 -4.51829 -2.58378 3.15640
C9 -4.37496 -3.42829 2.03507
C10 -4.78598 -4.85198 2.48435
O3 -6.07047 -5.21587 1.97897
O4 -0.63682 0.14630 1.45425
B1 -0.11786 0.00221 0.06675
C11 1.38868 0.65633 0.11039
C12 2.46789 -0.26084 0.71339
C13 3.40381 -0.87213 -0.29720
O5 3.59097 -0.37772 -1.39341
N1 4.11912 -2.09001 0.08044
C14 5.45493 -1.83797 0.51798
C15 6.32244 -2.88565 0.46080
C16 7.63680 -2.71204 0.84522
C17 8.07460 -1.50420 1.29576
C18 7.17895 -0.48481 1.34001
C19 5.89677 -0.62757 0.97704
P1 -0.13202 -1.81457 -0.69243
N2 0.65152 -2.96017 0.13052
O6 -1.04133 0.79232 -0.79296
C20 -2.22429 0.77660 -0.03795
C21 -3.45034 1.52502 -0.59275
I1 -4.75109 0.22601 -1.75029
C22 -3.16923 2.77698 -1.42656
C23 -2.43990 2.55266 -2.75927
H1 -0.62096 5.22229 2.86585
H2 1.16218 5.52788 2.77714
H3 0.09754 5.92137 1.45007
H4 0.99943 4.01484 0.63291
H5 1.00146 3.09247 2.10819
H6 -0.88007 2.97765 0.06752
H7 -1.58993 4.23757 1.03274
H8 -2.71280 2.71050 2.15285
H9 -0.32372 1.55503 3.47979
H10 -1.84895 2.01094 4.18929
H11 -0.75485 3.29596 3.78418
H12 -2.05020 -0.32341 3.20482
H13 -3.35311 0.86508 3.03161
H14 -5.57011 -1.08751 2.27498
H15 -4.60245 -0.65768 3.74161
H16 -4.99940 -3.11611 1.19404
H17 -3.33755 -3.49003 1.69786
H18 -4.04111 -5.58587 2.16425
H19 -4.85282 -4.84053 3.56973
H20 -6.06123 -5.02648 1.03766
H21 1.29950 1.49785 0.79443
H22 1.67561 1.08156 -0.85579
H23 2.06786 -1.02696 1.37481
H24 3.10103 0.37359 1.35208
H25 4.24042 -2.55966 -0.81393
H26 6.00033 -3.85845 0.11865
H27 8.37088 -3.50504 0.81028
H28 9.09548 -1.36842 1.61122
H29 7.54880 0.47443 1.68674
H30 5.21849 0.20920 1.05127
H31 0.32999 -1.68399 -2.03186
H32 -1.51609 -2.17471 -0.82808
H33 1.35840 -3.34575 -0.49175
H34 -2.53227 -0.27715 -0.11247
H35 -4.05121 1.81810 0.26656
H36 -2.64174 3.55332 -0.87872
H37 -4.14745 3.20581 -1.67792
H38 -2.53957 3.43053 -3.39912
H39 -2.69451 1.62449 -3.26350
H40 -1.37334 2.48662 -2.53228
C24 -4.31726 -4.15374 -1.91351
O7 -5.29913 -4.19372 -0.88527
H41 -3.74681 -5.07967 -1.89137
H42 -4.80803 -4.05574 -2.88647
H43 -3.64151 -3.31179 -1.75195
H44 -5.78590 -3.36472 -0.92889
C25 -2.87129 6.83118 4.36736
O8 -3.05341 5.82405 3.37971
H45 -1.80360 6.94890 4.53626
H46 -3.28737 7.78322 4.02539
H47 -3.35275 6.53992 5.30511
H48 -3.99894 5.72872 3.23705
C26 -7.80007 1.85830 -0.32275
O9 -8.80029 2.85637 -0.10316
H49 -7.47238 1.48308 0.64356
H50 -8.21449 1.03252 -0.90602
H51 -6.94614 2.28525 -0.84993
H52 -9.07881 3.17666 -0.96443
C27 6.90171 -4.37084 -2.71891
O10 7.98583 -4.59757 -1.82831
H53 5.99990 -4.78216 -2.27206
H54 6.77160 -3.29631 -2.87417
H55 7.08157 -4.86243 -3.67929
H56 8.76934 -4.22466 -2.24014
C28 7.55089 -0.38206 5.46187
O11 6.34681 0.31218 5.14381
H57 7.66526 -0.38316 6.54460
H58 7.49481 -1.40737 5.10500
H59 8.40779 0.11705 5.00928
H60 6.25642 0.30298 4.18608
C29 4.28704 4.58888 0.78689
O12 3.09211 5.29143 0.46172
H61 4.38005 4.56559 1.86990
H62 4.24193 3.56383 0.40944
H63 5.15868 5.09659 0.36316
H64 3.01694 5.30483 -0.49604
C30 -4.84365 -8.30783 -2.61711
O13 -5.66301 -7.42547 -3.37925
H65 -4.66314 -9.19962 -3.21154
H66 -3.88841 -7.83289 -2.38229
H67 -5.34766 -8.58888 -1.68966
H68 -5.81444 -6.64127 -2.84109
C31 10.96205 -2.21644 4.02331
O14 9.59243 -2.02141 4.35726
H69 11.41463 -1.23975 3.86854
H70 11.48614 -2.72927 4.83456
H71 11.05305 -2.80329 3.10454
H72 9.20613 -2.89201 4.49087
C32 -6.47033 -5.46647 -6.81911
O15 -6.32599 -6.80728 -6.37384
H73 -6.29810 -5.44388 -7.89292
H74 -7.48001 -5.09849 -6.61227
H75 -5.73937 -4.81793 -6.32710
H76 -6.47836 -6.81385 -5.42170
C33 -1.59575 4.96097 -5.91531
O16 -2.57657 4.92763 -4.87841
H77 -1.01674 4.04431 -5.87056
H78 -2.08138 5.03301 -6.89282
H79 -0.93162 5.81003 -5.77184
H80 -3.08120 5.74385 -4.92619
C34 2.24769 4.45553 -5.21568
O17 1.42738 5.31932 -6.00211
H81 2.43676 3.55335 -5.79079
H82 3.20062 4.93869 -4.98428
H83 1.73907 4.18665 -4.28660
H84 1.26811 6.11131 -5.48232



3.
C21H24BClN10O3PdS2 | wB97M-V/def2-TZVPD

Results
**Energy above the lowest of the compared OMol25 structures with the same formula, charge and spin**: 158.9 kJ/mol
**E**: -81529.826 eV
**Net charge**: +3
**Largest force on an atom**: 0.032 Eh/bohr
**Spin multiplicity**: 6

CARTESIAN COORDINATES (ANGSTROEM)
Pd1 0.14148 -0.02178 -0.04824
C1 3.40166 2.06000 1.61798
C2 2.87474 0.84200 1.21391
N1 1.54326 0.93326 1.21241
N2 1.19008 2.20600 1.47981
C3 2.30138 2.88825 1.78623
B1 -0.33141 2.63327 1.63141
N3 -1.10387 2.58409 0.24507
C4 -1.76055 3.55032 -0.40990
C5 -2.38153 3.00224 -1.52467
C6 -2.06458 1.65478 -1.48252
N4 -1.35452 1.41178 -0.37565
N5 -0.95433 1.50630 2.47896
C7 -1.58141 1.45601 3.67096
C8 -1.83190 0.14169 3.99065
C9 -1.32236 -0.59040 2.92152
N6 -0.81632 0.24361 2.01747
N7 -0.35814 4.04533 2.13071
C10 -0.74263 4.67859 3.26867
C11 -0.46222 6.02050 3.13295
C12 0.10687 6.13722 1.85523
N8 0.20381 4.96097 1.26837
H1 4.42906 2.28849 1.83190
H2 3.37168 -0.08989 1.00176
H3 2.24009 3.90256 2.13511
H4 -1.77778 4.55312 -0.02676
H5 -3.02580 3.50268 -2.22290
H6 -2.36106 0.85263 -2.13753
H7 -1.81613 2.34144 4.22712
H8 -2.30639 -0.23712 4.87557
H9 -1.28703 -1.65522 2.79107
H10 -1.17716 4.16713 4.10527
H11 -0.63986 6.79884 3.85165
H12 0.47903 7.02154 1.36701
Cl1 -4.06164 -3.83073 0.29896
C13 -2.37673 -3.55642 0.35473
C14 -1.47339 -4.59985 0.53020
C15 -0.11722 -4.31241 0.56615
C16 0.30126 -3.00265 0.41858
N9 -0.58160 -2.00807 0.25824
C17 -1.89304 -2.25899 0.23014
H13 -1.83186 -5.61390 0.63894
H14 0.61179 -5.09679 0.70943
H15 1.35263 -2.73704 0.45126
H16 -2.56519 -1.41787 0.11187
C18 3.13576 -0.70010 -5.48646
O1 2.51456 -1.17421 -4.23706
C19 1.36493 -0.75411 -3.89305
S1 0.35928 0.45798 -4.57356
S2 0.44981 -1.26706 -2.58684
H17 4.13244 -1.12969 -5.46418
H18 3.16273 0.38748 -5.46932
H19 2.55047 -1.08975 -6.31665
N10 2.35106 4.74358 -2.80764
C20 2.11820 3.77379 -1.68272
C21 1.54983 2.44400 -2.20809
O2 1.46603 2.35545 -3.46456
O3 1.24424 1.62363 -1.34646
H20 3.32363 5.06282 -2.85194
H21 1.76003 5.57468 -2.72428
H22 2.10781 4.24099 -3.73358
H23 1.43290 4.21541 -0.95411
H24 3.06503 3.58181 -1.18015



4.
C19H24BCl4NO3 | wB97M-V/def2-TZVPD

Results
**Energy above the lowest of the compared OMol25 structures with the same formula, charge and spin**: 0.0 kJ/mol
**E**: -78494.564 eV
**Largest force on an atom**: 0.067 Eh/bohr
**Spin multiplicity**: 1

CARTESIAN COORDINATES (ANGSTROEM)
Cl1 1.30052 2.82788 1.95257
B1 1.33125 1.03949 2.73141
Cl2 3.13677 0.73033 3.01130
Cl3 0.40935 0.99952 4.37488
O1 0.77064 0.13896 1.81828
C1 -0.43451 0.12154 1.05222
C2 -1.57563 0.72354 1.89023
C3 -2.47507 -0.17435 2.45348
C4 -3.48080 0.28487 3.30153
C5 -3.55363 1.65036 3.62131
Cl4 -4.65326 2.19007 4.81537
C6 -2.67030 2.56322 3.03260
C7 -1.69341 2.08470 2.16136
H1 -0.68160 -0.95283 0.98056
H2 -2.38784 -1.23311 2.20265
H3 -4.19159 -0.41828 3.72482
H4 -2.72038 3.62833 3.25433
H5 -0.98546 2.79512 1.73653
C8 4.20706 0.72570 -0.34226
O2 2.96181 0.09983 -0.02766
C9 2.73242 -1.00442 -0.74055
O3 3.39056 -1.28816 -1.72743
C10 1.55410 -1.82855 -0.28528
C11 1.87894 -3.30697 -0.49708
C12 1.60896 -3.53116 -1.98648
C13 0.54738 -2.50409 -2.37110
N1 0.55392 -1.50785 -1.30867
C14 -0.28094 -0.48465 -1.35095
C15 -0.19797 0.63194 -0.32334
C16 -1.11386 1.79536 -0.68182
C17 -1.29753 2.03144 -2.17929
C18 -2.02255 0.80332 -2.73951
C19 -1.17493 -0.45743 -2.54358
H6 4.29374 1.52409 0.38816
H7 5.01326 -0.00124 -0.22681
H8 4.18629 1.10105 -1.36627
H9 1.29564 -1.55520 0.73920
H10 2.90692 -3.56037 -0.22123
H11 1.20510 -3.92072 0.11247
H12 2.52806 -3.29703 -2.53395
H13 1.27490 -4.54518 -2.23230
H14 0.79248 -2.07326 -3.35365
H15 -0.44286 -2.98127 -2.44516
H16 0.83060 1.03451 -0.36424
H17 -2.10642 1.57434 -0.26802
H18 -0.71083 2.69483 -0.20187
H19 -1.85839 2.95949 -2.35629
H20 -0.32574 2.15769 -2.67892
H21 -2.98013 0.66613 -2.21997
H22 -2.25485 0.94541 -3.80212
H23 -0.58378 -0.56624 -3.47201
H24 -1.85639 -1.33072 -2.50749



5.
C15H21F4NO3S | wB97M-V/def2-TZVPD

Results
**Energy above the lowest of the compared OMol25 structures with the same formula, charge and spin**: 0.0 kJ/mol
**E**: -45233.411 eV
**SMILES**: CC(C)(C)c1ccc(S(=O)(=O)NCCOCC(F)(F)C(F)F)cc1
**Largest force on an atom**: 0.019 Eh/bohr
**Spin multiplicity**: 1

CARTESIAN COORDINATES (ANGSTROEM)
C1 2.88767 -2.72507 -3.58807
H1 3.17061 -3.46368 -4.33492
H2 2.59849 -1.81607 -4.11007
H3 3.75982 -2.52297 -2.97115
C2 1.73119 -3.27217 -2.74708
C3 1.27195 -2.29722 -1.67442
C4 1.85833 -1.04881 -1.49187
C5 1.41536 -0.19038 -0.49786
C6 0.37869 -0.57813 0.32294
C7 -0.22461 -1.81027 0.16624
C8 0.22331 -2.65972 -0.82671
H4 -0.25277 -3.62135 -0.93789
H5 -1.02723 -2.08512 0.83108
S1 -0.22769 0.51091 1.59246
O1 -0.49619 -0.21489 2.79445
O2 0.63849 1.66320 1.67853
N1 -1.72088 0.91881 0.95249
H6 -2.37578 1.15456 1.68367
C9 -1.75086 1.83055 -0.16617
H7 -1.07286 1.43420 -0.92650
C10 -1.33548 3.27725 0.16657
H8 -0.26803 3.31286 0.39352
H9 -1.54277 3.91266 -0.70088
O3 -2.09332 3.79302 1.24787
C11 -1.40549 3.94487 2.46599
C12 -2.37516 3.67485 3.61417
F1 -2.89695 2.42246 3.53535
F2 -3.44760 4.50552 3.56973
C13 -1.72625 3.83680 5.00650
F3 -0.64274 3.05271 5.12132
F4 -1.30870 5.10967 5.16280
H10 -2.43569 3.59363 5.81201
H11 -0.56524 3.24411 2.55540
H12 -1.03877 4.97653 2.57572
H13 -2.76970 1.83058 -0.56144
H14 1.87187 0.77471 -0.34261
H15 2.67213 -0.72689 -2.11982
C14 0.55436 -3.57091 -3.68688
H16 0.87025 -4.25430 -4.47176
H17 0.20050 -2.65290 -4.15107
H18 -0.27563 -4.02598 -3.15443
C15 2.20168 -4.56774 -2.07075
H19 1.39763 -5.04314 -1.51673
H20 2.55967 -5.26965 -2.82046
H21 3.01443 -4.35709 -1.37927



6.
C5H7MnO4 | wB97M-V/def2-TZVPD

Results
**Energy above the lowest of the compared OMol25 structures with the same formula, charge and spin**: 1.6 kJ/mol
**E**: -44799.037 eV
**Net charge**: +1
**Largest force on an atom**: 0.039 Eh/bohr
**Spin multiplicity**: 6

CARTESIAN COORDINATES (ANGSTROEM)
H1 3.17978 -0.66657 -0.39025
Mn1 2.49419 2.45900 -0.37768
O1 3.27574 1.09875 0.64911
O2 1.68702 -0.55577 0.98647
C1 0.35487 -0.11696 0.77265
C2 0.33711 0.19983 -0.71303
O3 1.68007 0.73368 -0.89451
C3 2.57174 0.10154 0.11900
H2 -0.32807 -0.92797 1.04820
H3 0.13914 0.78029 1.37375
H4 -0.37530 0.97958 -0.99962
H5 0.25069 -0.70650 -1.32579
H6 -2.88079 -0.86620 -1.45750
O4 -3.90022 0.59679 1.12872
C4 -2.78280 -1.02051 -0.38220
C5 -3.38783 -0.17625 0.42916
H7 -2.31532 -1.91274 0.03355



7.
C5H7NOS | wB97M-V/def2-TZVPD

Results
**Energy above the lowest of the compared OMol25 structures with the same formula, charge and spin**: 327.9 kJ/mol
**E**: -19668.204 eV
**SMILES**: CC1=COC/C1=N\S
**Largest force on an atom**: 0.135 Eh/bohr
**Spin multiplicity**: 1

CARTESIAN COORDINATES (ANGSTROEM)
C1 1.95133 0.17261 1.54895
C2 0.86245 0.80643 0.90961
C3 0.39780 2.10052 0.78946
C4 -0.99734 0.88334 -0.45538
C5 0.06158 -0.06325 0.06607
H1 2.73945 0.89966 2.03604
H2 2.45329 -0.60796 1.04574
H3 1.39578 -0.22899 2.53273
H4 0.43448 3.08873 1.30390
H5 -1.28881 0.72264 -1.57931
H6 -1.96564 0.77107 0.07183
H7 -0.12487 -3.22095 -1.39620
N1 0.38986 -1.32634 -0.29833
O1 -0.52017 2.23132 -0.26532
S1 -0.99163 -2.08677 -1.05976



8.
C4H4MnN2O4 | wB97M-V/def2-TZVPD

Results
**E**: -46683.519 eV
**Net charge**: +2
**Largest force on an atom**: 0.245 Eh/bohr
**Spin multiplicity**: 6

CARTESIAN COORDINATES (ANGSTROEM)
O1 -0.00334 2.87318 -3.31495
C1 -0.00405 1.94519 -2.61341
Mn1 -0.00448 0.54886 -1.33641
C2 1.35001 -0.39910 -2.06486
C3 -1.35785 -0.39932 -2.06371
O2 2.14744 -1.05888 -2.59926
O3 -2.15397 -1.05978 -2.59912
N1 0.00086 -1.40539 2.46918
C4 0.00151 -0.39115 1.58000
N2 0.00667 0.86397 2.08277
O4 -0.00261 -0.60420 0.33517
H1 0.00443 -1.23405 3.46489
H2 -0.00260 -2.35346 2.12781
H3 0.00779 1.65271 1.45019
H4 0.01019 1.02142 3.08173



What did the sixth record say?
C5H7MnO4 | wB97M-V/def2-TZVPD

Results
**Energy above the lowest of the compared OMol25 structures with the same formula, charge and spin**: 1.6 kJ/mol
**E**: -44799.037 eV
**Net charge**: +1
**Largest force on an atom**: 0.039 Eh/bohr
**Spin multiplicity**: 6

CARTESIAN COORDINATES (ANGSTROEM)
H1 3.17978 -0.66657 -0.39025
Mn1 2.49419 2.45900 -0.37768
O1 3.27574 1.09875 0.64911
O2 1.68702 -0.55577 0.98647
C1 0.35487 -0.11696 0.77265
C2 0.33711 0.19983 -0.71303
O3 1.68007 0.73368 -0.89451
C3 2.57174 0.10154 0.11900
H2 -0.32807 -0.92797 1.04820
H3 0.13914 0.78029 1.37375
H4 -0.37530 0.97958 -0.99962
H5 0.25069 -0.70650 -1.32579
H6 -2.88079 -0.86620 -1.45750
O4 -3.90022 0.59679 1.12872
C4 -2.78280 -1.02051 -0.38220
C5 -3.38783 -0.17625 0.42916
H7 -2.31532 -1.91274 0.03355



> What is the formula in the third record?

C21H24BClN10O3PdS2



> What is the formula in the third record?

C21H24BClN10O3PdS2



> Which of these has the highest largest force on an atom?

C4H4MnN2O4